Entry A
Here is C5H7NO2 as an isolated structure from OMol25. Energies are from ωB97M-V with the def2-TZVPD basis set.

The LUMO energy comes out at 0.79 eV. The multiplicity is 1. The gap between HOMO and LUMO comes out at 10.76 eV.

Atoms and positions in Å:
C: 0.275 0.716 1.628
C: 1.610 -0.129 -0.110
C: 0.274 0.326 -0.655
C: -1.603 -0.459 -0.447
C: -0.372 -0.188 0.552
H: 2.458 0.343 -0.535
H: 1.806 -1.352 -0.018
H: -0.016 1.419 -0.421
H: -0.862 -0.317 -2.414
H: -2.071 -1.572 -0.066
H: -2.538 0.353 -0.177
H: -0.093 -1.181 0.670
N: -0.515 -0.468 -1.531
O: 0.036 1.745 2.357
O: 1.610 0.765 1.168

Entry B
Here is C5H7NO2 as an isolated structure from OMol25. Energies are from ωB97M-V with the def2-TZVPD basis set.

The LUMO energy comes out at -0.17 eV. The multiplicity is 1. The gap between HOMO and LUMO comes out at 9.33 eV.

Atoms and positions in Å:
C: -2.316 0.481 0.083
C: -0.787 -1.030 -0.201
C: 0.280 -0.366 -0.773
C: 2.460 -0.352 0.409
C: 0.564 1.091 -0.652
H: -1.398 0.938 0.571
H: -2.828 1.093 -1.010
H: -3.344 0.775 0.943
H: -0.594 -2.000 -0.322
H: 2.417 0.629 0.582
H: 3.476 -0.904 0.203
H: 1.925 -0.852 1.256
N: 0.744 2.263 -0.266
O: -2.164 -0.782 -0.182
O: 1.565 -0.985 -0.639

It is entry A that is most stable; the runner-up trails by 60.9 kJ/mol.

Entry A
Here is one molecule with the formula C5H7NO2 from OMol25. Energies are from ωB97M-V with the def2-TZVPD basis set.

The LUMO energy comes out at 0.48 eV. Its SMILES is CC(=O)N1CCC1=O. The multiplicity is 1. The gap between HOMO and LUMO comes out at 9.88 eV.

Atoms and positions in Å:
C: 2.198 -0.302 0.181
C: 1.244 0.891 -0.095
C: -0.719 -0.950 -0.228
C: -1.989 -0.350 0.070
C: -1.214 1.122 0.143
H: 1.649 -0.591 1.172
H: 3.207 -0.082 -0.038
H: 1.998 -1.050 -0.697
H: -0.489 -1.074 -1.384
H: -0.322 -1.751 0.343
H: -3.009 -0.368 -0.492
H: -2.316 -0.287 1.180
N: -0.046 0.474 -0.014
O: 1.462 2.112 -0.094
O: -1.655 2.205 -0.047

Entry B
Here is C5H7NO2 as an isolated structure from OMol25. Energies are from ωB97M-V with the def2-TZVPD basis set.

The LUMO energy comes out at 0.68 eV. The multiplicity is 1. The gap between HOMO and LUMO comes out at 10.32 eV.

Atoms and positions in Å:
C: -0.577 0.299 -0.148
C: -0.131 -0.897 -1.014
C: 1.083 -0.687 0.057
C: -0.037 -0.285 0.979
C: 0.187 1.510 -0.227
H: -2.527 -0.013 0.076
H: 0.383 -0.804 -2.045
H: -0.554 -1.873 -0.800
H: 1.747 -1.396 0.439
H: 0.108 0.160 2.055
H: -0.551 -1.325 1.133
H: -0.474 2.548 0.280
N: 1.344 1.622 -0.254
O: -1.960 0.793 -0.273
O: 1.959 0.347 -0.258

Entry C
Here is one molecule with the formula C5H7NO2 from OMol25. Energies are from ωB97M-V with the def2-TZVPD basis set.

The LUMO energy comes out at 0.44 eV. Its SMILES is C1=NO[C@H]2CC[C@H]1O2. The multiplicity is 1. The gap between HOMO and LUMO comes out at 8.95 eV.

Atoms and positions in Å:
C: -1.163 -1.096 -0.036
C: -1.350 0.544 0.149
C: 0.039 0.910 0.314
C: 0.418 -1.153 0.147
C: 1.551 1.132 0.038
H: -1.961 -1.680 0.507
H: -1.267 -1.395 -1.137
H: -1.810 0.907 0.963
H: -1.693 1.243 -0.671
H: 0.122 0.729 -0.748
H: 0.580 -0.596 -0.848
H: 2.086 2.160 -0.056
N: 2.296 0.020 0.050
O: 0.371 -0.276 1.166
O: 1.782 -1.450 0.163

It is entry A that is most stable; the runner-up trails by 346.3 kJ/mol.

Entry A
Here is one molecule with the formula C5H7NO2 from OMol25. Energies are from ωB97M-V with the def2-TZVPD basis set.

The LUMO energy comes out at 0.64 eV. Its SMILES is O=C1OC[C@H]2CN[C@H]12. The multiplicity is 1. The gap between HOMO and LUMO comes out at 10.49 eV.

Atoms and positions in Å:
C: 0.775 1.395 -0.954
C: 1.381 -0.071 0.854
C: 0.134 -0.463 0.149
C: -1.189 -1.107 0.481
C: -0.482 0.840 -0.300
H: 1.496 0.535 1.840
H: 2.055 -0.912 0.669
H: 0.482 -1.001 -0.845
H: -1.284 -2.231 0.165
H: -1.636 -0.841 1.495
H: -1.922 -0.596 -1.389
H: -0.812 1.523 0.506
N: -1.855 -0.057 -0.440
O: 0.955 2.052 -1.952
O: 1.902 0.934 -0.278

Entry B
Here is one molecule with the formula C5H7NO2 from OMol25. Energies are from ωB97M-V with the def2-TZVPD basis set.

The LUMO energy comes out at 0.99 eV. Its SMILES is CC1=C[C@@]2(CO2)NO1. The multiplicity is 1. The gap between HOMO and LUMO comes out at 9.08 eV.

Atoms and positions in Å:
C: -0.465 0.366 0.100
C: 0.819 0.125 -0.333
C: -2.278 -1.299 0.865
C: -0.880 -0.844 0.835
C: 1.715 0.969 -1.108
N: 0.200 -1.795 0.523
O: 1.302 -1.078 -0.070
O: -1.738 -0.693 1.941
H: -0.783 1.328 0.218
H: -3.092 -0.716 0.531
H: -2.447 -2.367 0.968
H: 2.029 1.895 -0.477
H: 1.229 1.404 -1.983
H: 2.505 0.258 -1.423
H: 0.516 -2.358 1.313

Entry C
Here is a 2-piece molecular cluster, C5H7NO2 overall from OMol25. Energies are from ωB97M-V with the def2-TZVPD basis set.

The LUMO energy comes out at -0.18 eV. The multiplicity is 1. The gap between HOMO and LUMO comes out at 7.73 eV.

Atoms and positions in Å:
C: 0.168 1.799 0.038
C: -0.050 0.287 -0.081
C: -1.163 -0.511 -0.058
C: -0.852 -1.817 -0.019
C: 1.000 -0.534 -0.025
H: 1.123 2.157 -0.171
H: 0.131 2.420 1.035
H: -0.433 2.368 -0.663
H: -2.632 0.877 0.788
H: -1.384 -2.826 0.445
H: 1.012 -2.695 -0.622
H: 2.542 0.596 -0.314
N: 0.528 -1.814 0.131
O: -2.384 0.015 -0.323
O: 2.393 -0.320 -0.161

Entry D
Here is C5H7NO2 as an isolated structure from OMol25. Energies are from ωB97M-V with the def2-TZVPD basis set.

The LUMO energy comes out at 0.49 eV. The multiplicity is 1. The gap between HOMO and LUMO comes out at 7.18 eV.

Atoms and positions in Å:
C: 0.637 1.838 0.247
C: 0.036 1.217 -0.873
C: 3.725 -0.345 -0.223
C: 0.939 0.609 0.830
C: -0.727 -1.063 -0.071
N: 0.406 -0.121 -0.338
O: 4.027 0.747 -0.035
O: 3.332 -1.421 -0.366
H: 0.801 2.807 0.538
H: -0.997 1.501 -1.274
H: 1.754 0.239 1.305
H: -0.120 -1.982 0.355
H: -1.216 -0.503 0.667
H: -1.371 -1.289 -0.879
H: 1.148 -0.510 -0.935

It is entry A that is most stable; the runner-up trails by 12.6 kJ/mol.

Entry A
Here is C5H6O2 as an isolated structure from OMol25. Energies are from ωB97M-V with the def2-TZVPD basis set.

The LUMO energy comes out at 0.82 eV. The multiplicity is 1. The gap between HOMO and LUMO comes out at 9.62 eV.

Atoms and positions in Å:
O: 1.064 1.905 1.006
C: 0.696 0.964 0.348
C: 1.563 -0.200 -0.120
O: 0.745 -0.967 -1.001
C: -0.505 -0.430 -1.206
C: -1.364 -0.447 0.459
C: -0.672 0.702 -0.209
H: 1.908 -0.813 0.720
H: 2.442 0.175 -0.655
H: -1.401 -1.187 -0.681
H: -0.825 -0.994 1.232
H: -2.435 -0.336 0.614
H: -1.270 1.571 -0.465

Entry B
Here is one molecule with the formula C5H6O2 from OMol25. Energies are from ωB97M-V with the def2-TZVPD basis set.

The LUMO energy comes out at 0.31 eV. The multiplicity is 1. The gap between HOMO and LUMO comes out at 9.24 eV.

Atoms and positions in Å:
C: 0.123 0.575 -0.494
C: -0.913 -0.472 1.381
C: 1.006 -0.442 -1.214
C: 0.518 0.950 0.847
C: -1.283 -0.033 0.070
O: 1.185 1.573 1.574
O: -2.336 0.192 -0.499
H: -0.083 1.466 -1.094
H: -1.678 -0.451 2.151
H: -0.184 -1.266 1.493
H: 1.928 0.022 -1.569
H: 1.257 -1.285 -0.570
H: 0.459 -0.830 -2.075

Entry C
Here is a 2-piece molecular cluster, C5H6O2 overall from OMol25. Energies are from ωB97M-V with the def2-TZVPD basis set.

The LUMO energy comes out at 0.37 eV. The multiplicity is 1. The gap between HOMO and LUMO comes out at 10.29 eV.

Atoms and positions in Å:
C: 1.371 -0.505 -0.973
C: 0.220 0.095 -0.200
C: -0.755 -0.363 1.946
C: -0.444 -0.854 0.745
C: -1.420 1.886 -2.015
O: -1.999 2.614 -1.358
O: 0.071 1.302 -0.164
H: 1.994 0.324 -1.314
H: 1.060 -1.129 -1.817
H: 1.931 -1.142 -0.275
H: -0.735 0.718 2.119
H: -0.858 -1.023 2.798
H: -0.437 -1.925 0.509

Entry D
Here is C5H6O2 as an isolated structure from OMol25. Energies are from ωB97M-V with the def2-TZVPD basis set.

The LUMO energy comes out at -0.37 eV. The multiplicity is 1. The gap between HOMO and LUMO comes out at 9.17 eV.

Atoms and positions in Å:
C: 1.164 -1.022 0.629
C: 0.583 0.388 0.629
O: 1.338 1.479 0.839
C: -0.441 0.817 -0.356
O: -0.493 2.057 -0.483
C: -1.415 -0.047 -0.926
C: -2.186 -0.793 -1.462
H: 1.558 -1.256 1.623
H: 1.981 -1.127 -0.091
H: 0.381 -1.754 0.389
H: -0.376 0.341 1.291
H: 0.585 2.199 0.185
H: -2.872 -1.445 -1.953

It is entry C that is most stable; the runner-up trails by 108.0 kJ/mol.